9
Properties=species:S:1:pos:R:3:forces:R:3:mulliken_charge:R:1 method="wB97M-V/def2-TZVPD" smiles="O=CS/C=C/F" de_lowest_ev=1.585 charge=0 homo_energy_ev=-9.60 largest_force_ev_per_a=4.78
O 0.6497 -2.1774 -2.4656 -2.57 2.67 3.02 -0.453
C 0.0632 -1.4887 -1.5919 0.64 -2.54 -0.89 0.181
S 1.0031 -0.6110 -0.3795 -0.33 1.88 0.55 -0.014
C -0.2065 0.6098 0.4405 -0.90 -3.96 -1.94 -0.253
C 0.1737 1.4728 1.3265 1.51 -0.83 -0.49 0.053
F -0.6834 2.1047 2.1046 0.28 0.57 0.37 -0.220
H -1.0435 -1.5678 -1.2046 1.45 0.08 -1.55 0.213
H -1.2174 0.1970 0.3640 0.07 0.69 -0.15 0.229
H 1.2610 1.4607 1.4060 -0.15 1.44 1.09 0.262

20
Properties=species:S:1:pos:R:3:forces:R:3:mulliken_charge:R:1 method="wB97M-V/def2-TZVPD" de_lowest_ev=1.027 charge=-1 homo_energy_ev=-4.14 largest_force_ev_per_a=4.56
C 2.9991 -0.3244 -0.1565 2.11 -0.21 0.53 -0.322
C 2.2222 -1.2393 0.5150 0.65 -1.83 1.28 -0.329
C 2.4014 0.8204 -0.6447 -0.13 -0.81 0.27 -0.554
C 0.8833 -1.1106 0.5136 -4.30 -1.32 0.73 -0.127
C 1.0355 1.0296 -0.5221 0.01 -0.57 -0.09 -0.104
C 0.1909 0.0228 -0.0368 3.69 -0.62 0.35 -0.283
C -2.6874 0.9387 1.0858 0.80 -0.81 0.29 -0.923
C -2.0966 -0.3650 1.1057 -0.54 0.44 -1.65 0.386
C -2.0810 1.3827 -0.1087 0.58 -1.37 0.30 0.401
C -1.2064 0.1218 -0.0354 -2.71 -0.95 -1.76 0.601
O -2.2859 -1.4652 1.5904 0.32 0.02 0.65 -0.700
O -2.1910 2.2617 -0.9293 0.13 0.88 -0.31 -0.695
S -1.6536 -1.0208 -2.0693 -0.08 0.18 0.80 -0.405
H 4.1108 -0.5270 -0.1565 -1.30 0.63 -0.35 0.258
H 2.5618 -2.1236 1.1387 0.30 1.18 -1.25 0.254
H 2.9758 1.5342 -1.1640 0.69 0.88 -0.37 0.409
H 0.2448 -2.0019 0.9834 1.23 2.31 -1.07 0.191
H 0.6863 1.9830 -0.8442 -0.73 0.37 -0.32 0.435
H -3.1176 1.4373 1.8744 -1.55 1.20 1.48 0.424
H -2.9922 -1.3546 -2.1396 0.82 0.42 0.47 0.086

55
Properties=species:S:1:pos:R:3:forces:R:3:mulliken_charge:R:1 method="wB97M-V/def2-TZVPD" de_lowest_ev=0.566 spin_multiplicity=6 charge=+2 homo_energy_ev="-12.82 / -12.81" largest_force_ev_per_a=3.09 s_squared=8.761
Fe 0.0661 -0.1974 0.3575 -2.95 0.37 -0.86 0.520
N -3.4623 -2.7903 1.6878 0.51 -0.05 -0.60 0.075
C -2.5148 -2.6415 0.7506 -0.21 -0.20 -0.12 -0.368
N -1.6234 -1.7686 1.1703 0.74 0.75 -0.06 0.011
C -2.0891 -1.3912 2.3995 -0.56 -0.79 -0.53 0.044
N -3.2003 -2.0147 2.7265 0.15 0.68 0.87 -0.587
C -1.4317 -0.3973 3.2196 -0.16 0.33 0.85 0.261
C -1.8544 -0.1342 4.5359 0.16 -0.37 -1.01 -0.420
N -1.2648 0.7909 5.2480 -0.22 0.26 1.01 -0.500
C -0.2652 1.4762 4.7333 0.26 -0.06 -0.72 -0.350
C 0.1665 1.2189 3.4322 0.22 0.44 0.43 -0.281
N -0.4165 0.2893 2.6880 0.04 -0.54 -1.27 0.407
H -4.2863 -3.3783 1.6904 0.10 0.03 -0.07 0.216
H -2.4952 -3.1568 -0.1887 -0.09 -0.13 -0.19 0.551
H -2.6702 -0.6913 4.9748 -0.06 -0.03 0.01 0.503
H 0.1888 2.2382 5.3504 0.10 0.06 -0.03 0.417
H 0.9778 1.7760 2.9848 0.03 0.04 0.02 0.225
C 2.8737 2.5892 0.7931 -0.63 -0.19 0.24 -1.363
P 2.1800 1.1099 -0.0436 1.59 0.52 -0.54 1.017
C 2.2984 1.5851 -1.8084 -0.45 -0.25 0.17 -1.486
C 3.5935 -0.0776 0.1405 -0.43 -0.03 0.22 -1.106
C 3.2579 -1.4516 -0.4206 -0.44 0.13 -0.08 -0.990
P 1.6469 -2.0800 0.2436 1.62 -0.96 0.28 1.090
C 1.5528 -3.7090 -0.5770 -0.65 0.37 -0.08 -1.254
C 2.0872 -2.5025 1.9783 -0.39 0.30 -0.24 -1.408
H 3.7968 2.8934 0.2988 -0.04 -0.14 -0.10 0.463
H 3.0903 2.3669 1.8369 0.02 0.03 0.04 0.434
H 2.1609 3.4111 0.7461 0.01 0.05 0.01 0.443
H 3.3322 1.8239 -2.0622 -0.01 -0.01 0.15 0.495
H 1.6715 2.4584 -1.9850 -0.04 0.01 -0.04 0.430
H 1.9330 0.7746 -2.4370 -0.01 0.04 -0.05 0.358
H 3.8240 -0.1528 1.2065 0.04 0.07 -0.01 0.369
H 4.4712 0.3397 -0.3600 -0.10 0.10 0.06 0.609
H 4.0460 -2.1737 -0.1817 -0.17 0.01 -0.04 0.580
H 3.1620 -1.4079 -1.5089 0.03 -0.06 0.01 0.412
H 2.4941 -4.2452 -0.4529 0.03 0.14 0.10 0.460
H 1.3578 -3.5581 -1.6376 -0.01 -0.07 -0.05 0.396
H 0.7430 -4.2974 -0.1497 -0.02 -0.06 -0.01 0.416
H 2.9541 -3.1608 1.9984 0.04 -0.01 -0.09 0.462
H 1.2475 -3.0053 2.4543 -0.05 -0.03 0.05 0.390
H 2.3066 -1.5958 2.5414 0.03 0.00 0.07 0.365
I -4.4322 3.5831 -6.4297 0.34 -0.29 0.50 0.163
C -3.4265 2.6188 -4.8366 -0.23 0.28 -0.41 -0.129
C -2.4880 1.6278 -5.1188 -0.17 0.16 0.03 -0.547
C -1.8502 0.9868 -4.0775 0.02 0.01 0.29 -0.399
C -2.1507 1.3260 -2.7573 0.15 -0.14 0.22 0.306
C -3.0795 2.3322 -2.4866 0.13 -0.19 0.10 -0.370
C -3.7126 2.9871 -3.5236 0.02 -0.06 -0.21 -0.526
C -1.4408 0.6562 -1.6390 -0.93 0.82 -0.88 0.900
O -0.4224 -0.0533 -1.8708 1.53 -0.94 1.25 -0.623
O -1.8152 0.8175 -0.4479 1.16 -0.31 1.49 -0.777
H -2.2586 1.3665 -6.1387 -0.02 -0.03 -0.12 0.407
H -1.1194 0.2172 -4.2683 0.07 -0.09 -0.10 0.464
H -3.2906 2.5953 -1.4609 -0.04 0.04 0.06 0.416
H -4.4196 3.7762 -3.3182 -0.06 0.01 -0.01 0.408

14
Properties=species:S:1:pos:R:3:forces:R:3:mulliken_charge:R:1 method="wB97M-V/def2-TZVPD" smiles=NCO.O.O de_lowest_ev=0.282 charge=0 homo_energy_ev=-9.95 largest_force_ev_per_a=0.90
N -1.2781 0.0075 0.5881 -0.18 -0.03 0.03 -0.556
C -1.6869 1.2523 0.0380 -0.76 0.02 -0.27 -0.343
O -0.7389 2.2934 0.2052 0.39 0.79 0.15 -0.566
H -0.4080 -0.2890 0.1621 0.03 0.04 0.05 0.274
H -1.1459 0.1012 1.5844 0.11 -0.15 0.12 0.224
H -2.6660 1.5682 0.4121 0.18 -0.12 0.45 0.390
H -1.8627 1.1429 -1.0214 0.30 -0.21 -0.47 0.279
H -1.0684 2.9864 0.7870 -0.04 -0.20 -0.08 0.303
O 1.4693 1.2115 -1.2179 0.21 0.41 0.29 -0.644
H 0.9477 1.9758 -0.9162 -0.12 -0.39 -0.06 0.330
H 2.2823 1.3015 -0.7022 -0.11 -0.17 -0.21 0.309
O 2.4231 -4.6178 0.1559 -0.53 0.26 -0.21 -0.642
H 1.6283 -5.1656 0.1100 0.24 -0.06 0.08 0.321
H 2.1040 -3.7683 -0.1852 0.29 -0.19 0.12 0.321

44
Properties=species:S:1:pos:R:3:forces:R:3:mulliken_charge:R:1 method="wB97M-V/def2-TZVPD" charge=-1 homo_energy_ev=-4.64 largest_force_ev_per_a=0.59
O 0.8662 3.6465 3.2697 -0.01 -0.30 0.02 -0.594
C 0.2384 2.8252 2.6356 0.06 0.14 0.02 -0.302
C -1.1078 2.3723 3.0843 0.00 -0.04 0.04 -0.135
C -2.0130 1.9988 2.1856 0.34 -0.18 0.22 0.041
C -3.3938 1.5916 2.6237 -0.22 0.32 -0.44 0.856
F -4.2882 2.4907 2.1310 0.01 -0.09 0.12 -0.322
F -3.5021 1.6196 3.9743 0.06 -0.03 -0.07 -0.321
C -3.9115 0.2047 2.1420 -0.16 -0.01 0.26 0.481
F -3.9130 0.1637 0.8025 0.05 -0.03 0.10 -0.236
F -5.1921 0.1133 2.5713 0.04 0.02 -0.04 -0.326
C -3.2199 -1.0758 2.6966 0.07 -0.08 -0.03 0.657
F -3.2685 -1.0564 4.0438 -0.04 -0.05 -0.10 -0.275
F -3.9548 -2.1157 2.2578 0.09 0.11 -0.01 -0.300
C -1.7394 -1.3484 2.2858 -0.05 -0.09 0.06 0.593
F -1.4905 -2.6448 2.4164 0.04 0.08 -0.02 -0.258
F -0.9058 -0.6785 3.0914 -0.07 0.00 -0.14 -0.242
F -1.5139 -0.9820 1.0249 0.02 -0.02 0.15 -0.167
C -1.6432 2.0863 0.7208 -0.16 0.14 -0.06 -0.173
O -2.4493 2.4498 -0.0958 0.07 -0.05 0.06 -0.533
C -0.2044 1.7899 0.4242 -0.06 0.06 0.08 0.631
C 0.7263 2.1922 1.3871 -0.12 0.10 0.03 0.841
C 2.0795 1.9890 1.1946 -0.11 0.19 0.13 -1.156
C 2.4966 1.3553 0.0470 0.09 -0.11 -0.12 -0.855
C 1.5910 0.9218 -0.9198 0.16 -0.12 0.15 0.899
C 2.1425 0.1783 -2.0839 0.07 0.11 -0.02 0.132
C 3.2405 0.6911 -2.7687 -0.04 -0.10 -0.13 -0.673
C 3.7548 -0.0466 -3.8265 -0.19 -0.13 0.14 -0.479
C 3.1517 -1.2532 -4.1389 0.13 -0.01 -0.10 -0.484
C 2.0606 -1.6925 -3.3957 0.05 0.16 0.12 -0.636
N 1.5669 -0.9860 -2.3755 0.06 -0.07 -0.15 -0.306
C 0.2175 1.1527 -0.7428 0.03 -0.10 -0.12 0.113
S -0.9476 0.6979 -2.0079 -0.45 0.17 0.02 -0.213
H -1.2887 2.3749 4.1509 -0.12 0.13 -0.01 0.542
H 2.7758 2.3058 1.9580 0.04 0.04 0.00 0.470
H 3.5499 1.1558 -0.0952 0.02 -0.05 -0.06 0.560
H 3.6677 1.6460 -2.4918 -0.02 0.01 0.02 0.462
H 4.6099 0.3080 -4.3863 0.01 0.03 -0.02 0.403
H 3.5220 -1.8738 -4.9432 -0.03 -0.03 -0.01 0.424
H 1.5938 -2.6442 -3.6374 -0.03 -0.02 0.10 0.694
H -0.8725 -0.6258 -1.8334 0.32 -0.07 -0.10 0.188
N 1.7436 -5.3294 -3.3382 -0.01 -0.03 -0.05 0.987
O 0.9317 -5.5470 -2.4216 0.02 0.02 0.01 -0.639
O 1.4256 -4.5568 -4.2818 0.01 -0.02 -0.03 -0.704
O 2.8674 -5.8643 -3.3346 0.00 0.01 0.01 -0.644

8
Properties=species:S:1:pos:R:3:forces:R:3:mulliken_charge:R:1 method="wB97M-V/def2-TZVPD" de_lowest_ev=1.269 charge=-1 homo_energy_ev=-4.79 largest_force_ev_per_a=5.18
C -1.1139 1.2046 0.3977 -3.33 2.59 3.01 0.130
N 0.7252 -1.9748 -0.0798 -2.33 0.45 -1.49 -0.577
O -0.0806 0.6011 0.5799 3.21 -2.17 1.04 -0.416
O -1.6554 1.5298 -0.6211 -1.24 0.49 -1.99 -0.573
O 1.7131 0.0046 -1.1745 0.74 0.98 -1.09 -0.568
S 0.4709 -0.6922 -0.9233 1.51 -2.52 2.17 0.566
H -1.6434 1.5645 1.4549 0.81 -0.58 -1.66 0.226
H 1.5841 -2.2377 0.3663 0.63 0.76 0.01 0.212

Copy entry 5 word for word.
44
Properties=species:S:1:pos:R:3:forces:R:3:mulliken_charge:R:1 method="wB97M-V/def2-TZVPD" charge=-1 homo_energy_ev=-4.64 largest_force_ev_per_a=0.59
O 0.8662 3.6465 3.2697 -0.01 -0.30 0.02 -0.594
C 0.2384 2.8252 2.6356 0.06 0.14 0.02 -0.302
C -1.1078 2.3723 3.0843 0.00 -0.04 0.04 -0.135
C -2.0130 1.9988 2.1856 0.34 -0.18 0.22 0.041
C -3.3938 1.5916 2.6237 -0.22 0.32 -0.44 0.856
F -4.2882 2.4907 2.1310 0.01 -0.09 0.12 -0.322
F -3.5021 1.6196 3.9743 0.06 -0.03 -0.07 -0.321
C -3.9115 0.2047 2.1420 -0.16 -0.01 0.26 0.481
F -3.9130 0.1637 0.8025 0.05 -0.03 0.10 -0.236
F -5.1921 0.1133 2.5713 0.04 0.02 -0.04 -0.326
C -3.2199 -1.0758 2.6966 0.07 -0.08 -0.03 0.657
F -3.2685 -1.0564 4.0438 -0.04 -0.05 -0.10 -0.275
F -3.9548 -2.1157 2.2578 0.09 0.11 -0.01 -0.300
C -1.7394 -1.3484 2.2858 -0.05 -0.09 0.06 0.593
F -1.4905 -2.6448 2.4164 0.04 0.08 -0.02 -0.258
F -0.9058 -0.6785 3.0914 -0.07 0.00 -0.14 -0.242
F -1.5139 -0.9820 1.0249 0.02 -0.02 0.15 -0.167
C -1.6432 2.0863 0.7208 -0.16 0.14 -0.06 -0.173
O -2.4493 2.4498 -0.0958 0.07 -0.05 0.06 -0.533
C -0.2044 1.7899 0.4242 -0.06 0.06 0.08 0.631
C 0.7263 2.1922 1.3871 -0.12 0.10 0.03 0.841
C 2.0795 1.9890 1.1946 -0.11 0.19 0.13 -1.156
C 2.4966 1.3553 0.0470 0.09 -0.11 -0.12 -0.855
C 1.5910 0.9218 -0.9198 0.16 -0.12 0.15 0.899
C 2.1425 0.1783 -2.0839 0.07 0.11 -0.02 0.132
C 3.2405 0.6911 -2.7687 -0.04 -0.10 -0.13 -0.673
C 3.7548 -0.0466 -3.8265 -0.19 -0.13 0.14 -0.479
C 3.1517 -1.2532 -4.1389 0.13 -0.01 -0.10 -0.484
C 2.0606 -1.6925 -3.3957 0.05 0.16 0.12 -0.636
N 1.5669 -0.9860 -2.3755 0.06 -0.07 -0.15 -0.306
C 0.2175 1.1527 -0.7428 0.03 -0.10 -0.12 0.113
S -0.9476 0.6979 -2.0079 -0.45 0.17 0.02 -0.213
H -1.2887 2.3749 4.1509 -0.12 0.13 -0.01 0.542
H 2.7758 2.3058 1.9580 0.04 0.04 0.00 0.470
H 3.5499 1.1558 -0.0952 0.02 -0.05 -0.06 0.560
H 3.6677 1.6460 -2.4918 -0.02 0.01 0.02 0.462
H 4.6099 0.3080 -4.3863 0.01 0.03 -0.02 0.403
H 3.5220 -1.8738 -4.9432 -0.03 -0.03 -0.01 0.424
H 1.5938 -2.6442 -3.6374 -0.03 -0.02 0.10 0.694
H -0.8725 -0.6258 -1.8334 0.32 -0.07 -0.10 0.188
N 1.7436 -5.3294 -3.3382 -0.01 -0.03 -0.05 0.987
O 0.9317 -5.5470 -2.4216 0.02 0.02 0.01 -0.639
O 1.4256 -4.5568 -4.2818 0.01 -0.02 -0.03 -0.704
O 2.8674 -5.8643 -3.3346 0.00 0.01 0.01 -0.644

Q: Look up the charge of the first one.
A: 0

Q: Which of these has the highest charge?
A: C19H25FeIN5O2P2